1.
This record from the OMol25 dataset describes a structure of composition C21H45AsBFeN10O. The level of theory is ωB97M-V/def2-TZVPD.

Last column: Mulliken spin population.
Positions of all 80 atoms, in Å:
As (-1.52, -4.68, -0.98)  0.0000
Fe (1.15, 2.63, -0.29)  4.3295
O (-1.45, -2.19, 3.09)  0.0000
N (-1.70, 3.08, -0.74)  0.0281
N (2.64, 2.45, 1.00)  0.0571
N (-0.77, 2.08, -0.38)  0.1290
N (-0.16, -1.52, 4.88)  0.0000
N (1.36, 4.17, -1.65)  0.0892
N (0.01, 3.60, 1.45)  0.1068
N (-1.15, 4.29, 1.37)  -0.0172
N (-1.84, -0.11, 3.96)  -0.0001
N (1.56, 1.00, -1.96)  0.0674
N (4.20, 1.19, 1.81)  0.0094
C (-0.63, 4.25, 3.55)  0.0097
C (-2.98, -5.80, -0.07)  0.0000
C (-2.62, 1.12, -1.23)  0.0234
C (1.07, 2.32, -4.07)  0.0086
C (-2.77, 2.50, -1.28)  0.0176
C (-0.73, -5.96, -2.30)  0.0000
C (2.37, 3.18, -3.88)  -0.0002
C (-1.15, -1.31, 3.90)  0.0003
C (-0.26, -4.54, 0.56)  0.0000
C (0.90, 1.02, -3.31)  -0.0066
C (4.82, 2.36, 1.32)  0.0081
C (0.32, 3.55, 2.76)  0.0190
C (-1.26, -5.75, -3.70)  0.0000
C (-1.59, 4.67, 2.62)  0.0182
C (2.20, 4.34, -2.91)  0.0065
C (0.28, -5.89, 0.96)  0.0000
C (-3.75, -4.90, 0.93)  0.0000
C (2.87, 1.33, 1.67)  0.0075
C (1.91, 0.29, 2.22)  -0.0050
C (3.85, 3.12, 0.83)  0.0322
C (-1.34, 0.93, -0.61)  0.0030
B (-1.82, 4.45, 0.02)  0.0082
H (1.66, 5.11, -3.44)  0.0062
H (2.62, 3.64, -4.82)  -0.0005
H (-0.95, 0.00, -0.14)  -0.0006
H (0.15, -2.49, 4.91)  0.0000
H (-1.08, -6.96, -1.93)  0.0000
H (1.29, 0.10, -1.51)  0.0023
H (1.21, 0.18, -3.95)  0.0052
H (2.10, -0.68, 1.65)  0.0026
H (-0.16, 0.89, -3.16)  0.0004
H (0.37, 4.15, -1.95)  0.0017
H (-0.06, -6.77, 0.40)  0.0000
H (-0.10, -1.02, 5.74)  0.0000
H (-3.04, 4.63, 0.24)  -0.0001
H (2.13, 0.03, 3.30)  0.0027
H (-0.57, -5.13, -4.31)  0.0000
H (3.86, 4.08, 0.31)  0.0009
H (-1.31, -6.71, -4.22)  0.0000
H (4.69, 0.38, 2.26)  -0.0006
H (-2.61, -6.71, 0.44)  0.0000
H (3.20, 4.65, -2.55)  0.0044
H (-1.28, 5.22, -0.67)  0.0003
H (0.11, -6.12, 1.97)  0.0000
H (-2.24, -5.25, -3.68)  0.0000
H (1.22, 3.08, 3.16)  0.0041
H (-0.70, 4.32, 4.66)  0.0008
H (2.55, 0.86, -2.15)  0.0025
H (1.37, -5.91, 0.84)  0.0000
H (0.94, 2.21, -5.18)  0.0003
H (-4.00, -3.92, 0.53)  0.0000
H (-2.43, 0.09, 3.17)  0.0000
H (0.25, 2.98, -3.83)  -0.0007
H (-0.77, -3.98, 1.35)  -0.0001
H (-3.24, -4.68, 1.84)  0.0000
H (1.45, 5.01, -1.12)  0.0116
H (0.36, -5.99, -2.23)  0.0000
H (3.24, 2.59, -3.58)  0.0008
H (0.59, -3.94, 0.16)  0.0000
H (-3.59, -6.17, -0.90)  0.0000
H (5.88, 2.54, 1.35)  0.0000
H (-3.57, 3.11, -1.65)  0.0017
H (-4.75, -5.36, 1.16)  0.0000
H (-1.77, 0.61, 4.74)  0.0000
H (-2.56, 5.16, 2.63)  -0.0001
H (0.83, 0.61, 2.16)  0.0035
H (-3.27, 0.29, -1.54)  0.0004

Its expectation value of S² is 8.7592. The value obtained for the HOMO energy (spin up / spin down) is -11.327 / -11.327 eV. The calculation puts the lowest unoccupied orbital energy (spin up / spin down) at -5.3 / -8.6 eV. The max |F| comes out at 2.81 eV/A. The net charge is +2. The relative energy (zero: lowest compared OMol25 entry of this formula, charge and spin) is 1.6770 eV. As for the spin multiplicity: 6.

2.
This record from the OMol25 dataset describes a structure of composition C21H45Br3NO19S4. The level of theory is ωB97M-V/def2-TZVPD.

Last column: Löwdin charge in e.
Positions of all 93 atoms, in Å:
Br (-1.04, 5.52, 4.20)  0.4791
Br (-1.02, 2.50, 5.54)  0.5006
Br (-3.75, 3.77, 4.40)  0.5356
S (0.71, 0.21, -6.58)  0.6957
S (0.80, -4.11, -2.05)  0.7027
S (3.82, -2.14, 8.67)  0.7053
S (-5.38, -2.24, 5.03)  0.6632
O (-1.07, 0.44, 0.42)  -0.0835
O (1.75, -0.64, -7.13)  -0.3143
O (-3.79, 2.89, -4.85)  0.0994
O (3.90, 0.43, 1.91)  0.1000
O (3.98, 1.88, 0.14)  -0.0005
O (4.86, -1.38, 8.02)  -0.3073
O (2.59, -2.35, 7.53)  -0.2991
O (-4.92, 4.79, -5.28)  0.0460
O (-0.45, -3.81, -2.76)  -0.2959
O (-6.20, -3.54, 4.53)  -0.2642
O (0.33, 1.35, -7.76)  -0.2733
O (-0.81, 2.05, -0.95)  -0.0769
O (3.21, -1.68, 9.95)  -0.3184
O (-1.91, 0.27, -1.40)  -0.0745
O (-6.30, -1.21, 5.53)  -0.3051
O (-0.55, -0.41, -6.08)  -0.2782
O (1.98, -3.01, -2.46)  -0.2681
O (1.36, -5.48, -2.06)  -0.3343
O (-4.17, -2.60, 5.76)  -0.3109
N (-1.26, 0.97, -0.63)  -0.7435
C (-4.76, -1.53, 3.45)  -0.0944
C (0.38, -3.63, -0.31)  -0.0890
C (3.61, 3.20, -0.16)  -0.1933
C (3.68, 1.55, 1.49)  -0.4151
C (2.99, 2.71, 2.09)  -0.0930
C (-6.20, -5.87, 4.55)  -0.0403
C (2.86, -2.48, 6.12)  -0.2550
C (-4.59, 6.17, -5.39)  -0.1375
C (1.48, -2.58, 5.46)  -0.0523
C (-5.44, -4.61, 4.05)  -0.3106
C (-2.58, 4.93, -5.29)  -0.1039
C (1.47, 1.33, -5.30)  -0.0867
C (0.92, 2.94, -9.41)  -0.0825
C (3.26, -2.98, -1.88)  -0.2776
C (3.42, 3.84, 1.21)  -0.1641
C (-3.81, 4.11, -5.11)  -0.4973
C (4.33, -2.90, -3.05)  -0.0481
C (4.38, -3.95, 8.83)  -0.0892
C (1.42, 1.91, -8.50)  -0.3367
C (-1.82, 3.68, 4.14)  -1.5063
C (-3.14, 6.14, -5.95)  -0.1583
H (-5.96, -5.81, 5.61)  0.0830
H (3.25, 2.90, 3.13)  0.1295
H (-4.71, 6.59, -4.39)  0.1268
H (4.25, -2.00, -3.67)  0.0653
H (0.20, -4.53, 0.26)  0.0588
H (2.23, 2.27, -7.87)  0.1133
H (1.10, -2.92, 0.09)  0.0626
H (-1.86, 4.31, -5.83)  0.1318
H (1.46, 0.69, -4.42)  0.0680
H (1.76, 3.43, -9.90)  0.0835
H (-4.42, -2.35, 2.82)  0.0573
H (-7.26, -5.70, 4.33)  0.0769
H (2.50, 1.54, -5.58)  0.0547
H (-3.93, -0.84, 3.62)  0.0712
H (-2.28, 5.12, -4.26)  0.1424
H (4.13, -3.76, -3.68)  0.0693
H (0.89, 2.25, -5.18)  0.0690
H (-5.41, -4.52, 2.96)  0.1165
H (3.50, -4.52, 9.14)  0.0600
H (3.48, -3.36, 6.01)  0.1020
H (3.46, -2.18, -1.17)  0.1115
H (5.20, -4.03, 9.55)  0.0620
H (4.37, 4.24, 1.55)  0.1212
H (0.64, -2.36, 6.12)  0.0814
H (3.46, -3.84, -1.24)  0.1082
H (-3.21, 5.92, -7.02)  0.1180
H (-0.59, -3.13, -0.38)  0.0648
H (-1.56, 3.30, 3.15)  -0.0189
H (-2.52, 7.02, -5.79)  0.1139
H (-5.93, -6.76, 3.98)  0.0761
H (1.93, 2.46, 2.17)  0.1431
H (1.87, 1.10, -9.08)  0.1141
H (-4.40, -4.54, 4.38)  0.1121
H (5.37, -2.94, -2.73)  0.0649
H (2.71, 3.19, -0.78)  0.1285
H (-5.49, -0.87, 2.96)  0.0693
H (2.64, 4.58, 1.03)  0.1212
H (4.36, 3.78, -0.70)  0.1185
H (0.22, 2.56, -10.15)  0.0879
H (1.27, -3.47, 4.87)  0.0745
H (0.46, 3.70, -8.77)  0.0805
H (-5.18, 6.71, -6.13)  0.1194
H (4.60, -4.28, 7.82)  0.0480
H (1.38, -1.75, 4.76)  0.0737
H (3.47, -1.65, 5.74)  0.1156

The value obtained for the HOMO energy is -4.346 eV. The calculation puts the lowest unoccupied orbital energy at 1.5 eV. The max |F| comes out at 5.66 eV/A. The net charge is -1. As for the spin multiplicity: 1.